Entry 1:
Below is 2 unconnected molecules or ions with the total composition C14H12Cl2N2O4S, with properties calculated with ωB97M-V/def2-TZVPD.

Atoms and positions in Å:
N -2.527624 -3.308327 2.306991
C -1.538857 -2.682915 2.358328
C -0.341838 -1.916117 2.422616
C -0.383042 -0.555250 2.579345
C -1.618768 0.132024 2.719483
N -2.636672 0.697590 2.835661
C 0.837530 0.270174 2.680337
O 0.756951 1.489797 2.813281
C 2.123039 -0.470799 2.574600
Cl 3.533071 0.479487 2.660603
C 2.165893 -1.823542 2.378271
Cl 3.634176 -2.664623 2.189125
C 0.929358 -2.652103 2.287846
O 0.937623 -3.867279 2.101298
C 3.293864 -0.970855 -1.828204
C 2.308513 0.078152 -2.266317
O 1.208259 0.086182 -1.331882
C 0.263825 0.973823 -1.738082
C -0.868534 1.062915 -0.845874
S -1.966762 2.279362 -1.203534
C -2.597481 1.767028 -2.835178
C -3.370662 1.837390 -0.155521
O 0.388136 1.629173 -2.779093
H 4.101944 -1.000207 -2.559290
H 3.713092 -0.742468 -0.845708
H 2.830452 -1.959057 -1.782929
H 2.780820 1.070182 -2.274809
H 1.934702 -0.149148 -3.273288
H -0.852138 0.561344 0.109269
H -1.796048 1.954334 -3.553288
H -2.871215 0.706576 -2.815288
H -3.472224 2.393402 -3.036143
H -3.092077 2.016551 0.885907
H -4.189004 2.494405 -0.464335
H -3.618290 0.782802 -0.314191

Forces on the atoms, in the same order (eV/Å):
2.278 1.471 0.127
-2.506 -1.612 -0.151
-0.506 1.653 0.114
-0.212 -1.700 0.051
-2.620 1.427 0.271
2.300 -1.311 -0.215
0.270 1.940 -0.033
0.250 -2.252 -0.150
0.276 -0.989 -0.212
-0.124 -0.071 -0.002
0.141 1.010 0.093
-0.118 0.047 0.037
0.567 -1.836 -0.371
0.049 2.230 0.378
0.023 -0.133 0.133
0.234 -0.228 0.071
0.384 0.145 -0.599
-1.488 0.857 0.734
2.006 -1.062 -0.302
-0.570 0.066 -0.597
-0.487 0.272 0.180
0.141 0.065 -0.339
-0.103 -0.255 0.445
0.096 -0.082 0.078
0.023 0.000 -0.038
0.018 0.045 -0.029
-0.220 -0.230 -0.108
0.056 0.197 0.279
-0.341 0.134 -0.056
-0.139 -0.032 0.236
0.151 0.220 0.143
0.115 -0.066 -0.145
-0.086 0.016 -0.259
0.079 -0.156 0.189
0.061 0.220 0.050

The spin multiplicity is 1. The value obtained for the strongest force on any atom is 3.00 eV/A. The value obtained for the gap between HOMO and LUMO is 4.21 eV. For the energy above the lowest of the compared OMol25 structures with the same formula, charge and spin, the calculation gives 0.00 kJ/mol.

***

Entry 2:
Below is C27H26N2O in the gas phase, with properties calculated with ωB97M-V/def2-TZVPD.

Atoms and positions in Å:
C -2.447758 4.773956 0.055443
N -1.007706 4.773281 0.505949
C -0.803505 6.083187 1.243207
N -0.234823 4.997797 -0.733726
C -0.531675 3.577930 1.119115
C -0.440079 3.493700 2.658330
C 0.194350 2.318065 3.090713
C 0.466511 2.094856 4.437141
C 0.254361 3.109426 5.375930
C -0.328751 4.305832 4.953748
C -0.747289 4.473179 3.622000
C -1.233568 2.361402 0.520044
C -0.991766 2.060359 -0.839674
C -1.815567 1.225950 -1.583548
C -1.679716 1.105778 -3.054181
C -0.472826 1.474711 -3.701279
C -0.363940 1.472825 -5.093200
C -1.427194 1.038545 -5.890526
C -2.616952 0.631318 -5.272246
C -2.733629 0.659254 -3.883108
C -2.846365 0.454684 -0.848794
O -3.771760 -0.148708 -1.430544
C -2.707801 0.447394 0.636117
C -3.217631 -0.663309 1.429520
C -2.598431 -1.032065 2.655782
C -2.997257 -2.182828 3.335184
C -4.072562 -2.948139 2.855969
C -4.737191 -2.560699 1.680795
C -4.311930 -1.433075 0.988933
C -2.072762 1.514586 1.251159
H -3.091962 4.566221 0.910761
H -2.633850 5.768064 -0.357044
H -2.629668 4.034773 -0.733189
H -1.680856 6.261253 1.869223
H 0.134329 6.078332 1.820246
H -0.763022 6.849808 0.467030
H 0.761096 4.805077 -0.541544
H -0.550679 4.358988 -1.467346
H 0.527187 3.487682 0.805622
H 0.529696 1.589898 2.342676
H 0.893711 1.140075 4.740689
H 0.528714 2.964056 6.430283
H -0.456059 5.132449 5.652454
H -1.244604 5.416127 3.394958
H -0.126527 2.515813 -1.336604
H 0.395896 1.740670 -3.098599
H 0.564785 1.801571 -5.556615
H -1.331685 1.018501 -6.976090
H -3.460095 0.284876 -5.870884
H -3.653174 0.310225 -3.417469
H -1.771305 -0.430131 3.043696
H -2.470461 -2.490165 4.242389
H -4.404015 -3.832645 3.399646
H -5.584258 -3.131279 1.289072
H -4.805260 -1.141167 0.065188
H -2.218253 1.656446 2.325426

Forces on the atoms, in the same order (eV/Å):
-0.339 0.002 -0.231
-0.173 3.287 -2.376
0.054 0.305 -0.127
0.144 0.452 -0.348
0.884 -3.790 1.766
0.137 0.418 0.185
0.238 0.094 0.205
0.121 0.217 -0.074
-0.243 0.117 0.003
-0.062 -0.399 -0.150
0.341 -0.256 0.262
0.685 0.122 -0.176
-0.203 -0.015 -0.060
-0.177 -0.388 0.808
0.422 -0.064 -0.693
-0.515 -0.089 -0.053
-0.143 -0.155 0.187
-0.264 0.065 0.271
0.646 0.144 0.010
-0.124 0.025 0.110
-0.128 0.291 0.214
0.535 0.041 0.279
0.214 0.709 -0.879
-0.637 -0.662 0.805
-0.192 -0.094 -0.570
-0.390 0.065 -0.156
-0.062 0.193 -0.248
0.394 -0.006 0.546
0.026 -0.036 -0.111
-0.161 -0.145 -0.265
0.180 -0.006 -0.055
0.024 -0.100 0.209
0.270 0.031 0.426
0.384 -0.039 -0.098
-0.485 -0.147 -0.305
0.008 -0.203 0.183
-0.810 0.056 0.016
-0.042 -0.062 0.530
-0.354 0.271 0.219
-0.393 0.185 0.346
-0.011 0.261 -0.052
-0.117 0.091 -0.582
-0.130 -0.278 -0.113
0.214 -0.656 0.173
-0.434 -0.051 0.127
-0.158 0.002 -0.227
-0.133 -0.144 0.075
-0.011 0.031 0.262
0.236 0.072 0.142
0.334 0.235 -0.101
-0.172 -0.278 -0.189
-0.212 0.133 -0.256
0.155 0.170 -0.118
0.306 0.131 0.251
0.169 -0.093 0.308
0.156 -0.064 -0.306

The spin multiplicity is 1. The value obtained for the strongest force on any atom is 4.27 eV/A. The value obtained for the gap between HOMO and LUMO is 6.12 eV. For the energy above the lowest of the compared OMol25 structures with the same formula, charge and spin, the calculation gives 161.47 kJ/mol.

***

Entry 3:
Below is a molecular structure, C44H59BrGeHfN2OSb, with properties calculated with ωB97M-V/def2-TZVPD.

Atoms and positions in Å:
Hf -9.035355 -17.034294 13.101097
C -7.287424 -19.471206 13.760052
N -8.405006 -18.725631 14.442461
C -7.815776 -18.364606 15.763440
C -9.640609 -19.612313 14.547177
C -10.795921 -19.271908 15.533978
C -10.763891 -19.506624 16.896226
C -11.823253 -19.102752 17.741751
C -12.885607 -18.351717 17.251151
C -12.915238 -18.132669 15.871066
C -12.012518 -18.738564 15.004247
H -7.052376 -20.333186 14.415687
H -6.386391 -18.875169 13.729932
H -7.556084 -19.885858 12.754079
H -7.412000 -19.256598 16.275650
H -8.520777 -17.937628 16.434272
H -6.946873 -17.678367 15.613640
H -9.254978 -20.656041 14.725094
H -10.045211 -19.652931 13.538975
H -9.940342 -20.078628 17.338302
H -11.819515 -19.339342 18.789486
H -13.723983 -17.961567 17.871441
H -13.684624 -17.459693 15.438523
C -11.535313 -13.914564 11.082603
C -11.264212 -14.970986 9.995115
C -11.436783 -16.178564 10.893467
O -10.493698 -15.902581 12.051303
C -10.681179 -14.411506 12.280276
H -12.602301 -13.911792 11.277280
H -11.266001 -12.885804 10.819746
H -10.244869 -14.935626 9.604218
H -11.945823 -15.025308 9.129948
H -11.211714 -17.160441 10.467702
H -12.428946 -16.153407 11.367193
H -9.663572 -14.004666 12.278449
H -11.151947 -14.276420 13.275361
Br -9.853248 -16.023829 15.328796
C -16.831377 -20.549627 14.427565
C -15.408037 -20.177921 13.902681
C -15.445594 -18.770695 13.303293
C -14.145873 -18.377218 12.661131
Ge -12.435678 -19.193531 13.147504
C -12.111144 -21.053389 12.628179
C -12.037980 -21.451124 11.146319
C -13.349333 -21.922455 10.541125
C -13.376137 -22.008960 9.052734
H -16.784565 -21.405890 15.071023
H -17.534722 -20.777041 13.597840
H -17.279767 -19.699889 14.931382
H -15.109822 -20.912192 13.153738
H -14.711703 -20.171566 14.756913
H -15.691998 -18.078005 14.133875
H -16.250588 -18.713794 12.549469
H -13.995919 -17.298094 12.857008
H -14.228924 -18.547798 11.567314
H -11.477701 -18.094026 12.489262
H -12.873888 -21.667927 13.132284
H -11.169564 -21.342910 13.133752
H -11.288889 -22.246590 11.052235
H -11.683980 -20.568824 10.613695
H -14.171706 -21.256116 10.921531
H -13.622116 -22.930549 10.967477
H -13.021919 -21.047011 8.595184
H -14.400050 -22.181285 8.711754
H -12.779316 -22.799777 8.594155
C -6.323269 -10.076227 14.782278
C -7.518313 -10.768301 14.753010
C -7.572437 -12.126679 14.448937
C -6.453831 -12.851550 13.979569
C -5.252699 -12.105250 13.970583
C -5.160011 -10.773469 14.360381
Sb -6.755381 -14.963948 13.219401
C -4.951899 -15.701901 14.245352
C -4.284378 -16.797611 13.670147
C -3.289126 -17.467555 14.363588
C -2.887204 -17.007507 15.627155
C -3.409340 -15.835467 16.144856
C -4.460682 -15.191345 15.449051
C -6.094813 -14.156224 11.192512
C -6.921761 -13.167697 10.610359
C -6.892329 -12.916115 9.231682
C -5.847420 -13.439083 8.449584
C -4.824472 -14.164774 9.090364
C -4.920413 -14.502238 10.475906
H -6.302401 -9.001436 15.038841
H -8.422855 -10.258404 14.955233
H -8.537758 -12.647514 14.602320
H -4.330071 -12.577122 13.640623
H -4.162564 -10.338506 14.337529
H -4.503759 -17.056818 12.648691
H -2.798036 -18.336824 13.882014
H -2.206944 -17.622404 16.214478
H -3.056596 -15.397306 17.092272
H -4.834838 -14.234227 15.780522
H -7.646551 -12.679117 11.303785
H -7.631413 -12.250550 8.805964
H -5.795323 -13.291459 7.371446
H -3.936812 -14.533750 8.618848
H -4.169589 -15.127219 10.968024
C -8.211731 -17.317858 8.822093
C -9.311182 -18.118277 9.209234
C -9.396349 -18.600634 10.498916
N -8.516457 -18.198707 11.463123
C -7.396951 -17.487815 11.078846
C -7.240308 -17.035877 9.798495
H -8.105412 -17.091650 7.758673
H -10.141318 -18.378093 8.509106
H -10.126934 -19.366102 10.795095
H -6.535478 -17.548272 11.789653
H -6.323835 -16.487550 9.641539

Forces on the atoms, in the same order (eV/Å):
-1.620 2.107 3.429
-0.636 -1.816 -0.053
0.288 0.079 0.045
1.328 -0.337 0.308
0.005 -1.614 0.964
-0.522 0.204 -0.727
0.218 -0.162 0.887
0.033 0.098 -0.407
0.067 0.342 -0.285
-0.923 0.227 -0.523
1.380 -0.297 0.057
0.000 0.316 -0.409
0.180 0.423 -0.137
0.141 0.528 1.059
-0.164 0.096 -0.461
-0.584 0.416 0.206
-0.719 -0.338 0.056
-0.271 0.881 0.056
0.035 -0.034 -0.183
-0.169 0.371 -0.083
0.256 -0.216 0.233
1.009 -0.358 -0.343
0.158 -0.904 0.319
0.729 0.328 -0.375
-0.070 -0.423 0.559
-0.095 -0.289 0.032
-0.436 0.500 -0.999
-0.396 0.334 0.196
-0.073 -0.018 0.386
0.122 -0.255 0.022
0.060 0.104 0.036
0.024 0.320 0.562
-0.120 0.463 0.363
0.239 -0.387 -0.304
-0.313 0.117 -0.027
0.306 -0.209 -0.657
0.142 0.187 -1.139
0.316 0.256 -1.222
-1.559 0.231 0.419
-0.538 -0.663 0.758
0.606 0.878 -1.048
-1.195 0.937 0.501
0.559 -0.693 0.765
0.222 0.068 0.296
-1.092 -0.548 1.641
-0.019 0.904 -1.379
-0.136 -0.368 0.423
0.591 0.019 0.334
0.066 0.051 0.401
0.216 -0.059 0.044
0.022 -0.207 -0.279
0.008 -0.259 -0.537
0.216 0.085 0.424
0.115 -0.269 -0.497
0.156 0.358 0.392
0.800 -0.354 -0.390
0.091 0.358 0.002
-0.379 0.023 -0.207
-0.014 0.221 -0.179
0.105 -0.017 -0.605
0.603 -0.360 -0.495
0.390 0.888 -0.233
-0.371 -0.664 0.267
0.113 0.104 -0.045
0.155 -0.046 0.385
0.993 -0.035 -0.798
0.667 -0.369 0.021
-0.500 -1.301 -0.400
-1.500 1.226 1.052
0.416 -1.353 -0.672
-0.909 0.018 0.488
2.956 3.120 -0.056
0.137 -0.594 -0.454
-0.280 0.240 0.315
0.403 -0.249 -0.230
-0.112 -0.679 -0.027
-0.785 0.568 -0.233
0.056 0.133 -0.169
0.796 0.213 -0.275
-1.007 -1.003 0.861
0.813 0.109 0.428
0.387 -0.554 0.650
-0.670 0.072 1.646
-1.427 -0.447 -0.238
0.094 -0.817 -0.126
-0.779 0.357 0.453
0.515 0.394 -0.288
-0.076 -0.022 -0.031
-0.365 0.169 0.055
-0.114 -0.435 -0.286
-0.310 0.643 0.521
0.132 0.369 -0.211
-0.167 -0.363 -0.596
-0.187 -0.056 0.434
0.277 -0.281 -0.950
0.069 0.033 -0.074
-0.080 0.147 0.311
0.210 0.129 -0.651
-0.068 0.190 -0.391
-0.698 -0.921 0.461
-0.011 0.104 -1.056
0.474 0.051 0.686
0.416 -1.346 -2.480
-0.184 -1.151 0.427
0.270 0.241 -0.456
0.109 0.404 0.457
1.078 0.079 0.425
0.062 0.731 0.001
-0.813 0.526 -0.491
0.055 0.054 -0.656

The spin multiplicity is 1. As for the net charge: +3. The value obtained for the strongest force on any atom is 4.34 eV/A. The value obtained for the gap between HOMO and LUMO is 5.58 eV. For the energy above the lowest of the compared OMol25 structures with the same formula, charge and spin, the calculation gives 101.74 kJ/mol.

***

Number 1: highest occupied orbital energy -7.54 eV. Number 2: highest occupied orbital energy -6.23 eV. Number 3: highest occupied orbital energy -15.74 eV.